Computed, not measured: a cluster of 2 separate species, C3H8O in total in a non-equilibrium geometry, with ωB97M-V/def2-TZVPD.

HOMO level   -0.3817 hartree
SMILES   C=C.CO
Energy above the lowest of the compared OMol25 structures with the same formula, charge and spin   42.1 kcal per mole
Net charge   0
Energy   -194.26883 Eh

Each line ends with the Mulliken charge.
CARTESIAN COORDINATES (ANGSTROEM)
1 C 2.21957 -0.69561 1.33671  -0.4789
2 C 1.49187 0.26127 0.82727  -0.0525
3 H 2.07076 -1.77094 1.41246  0.2392
4 H 3.20393 -0.55422 1.78794  0.2019
5 H 0.63580 0.24111 0.16414  -0.1179
6 H 1.83896 1.29423 0.84165  0.2078
7 C -2.18396 0.36985 -0.92677  -0.5284
8 O -1.41224 -0.61029 -1.58347  -0.4984
9 H -1.69279 1.22224 -0.46609  0.2423
10 H -2.94912 0.76493 -1.60724  0.2425
11 H -2.73796 -0.14839 -0.13470  0.2346
12 H -0.48483 -0.37416 -1.65189  0.3077

---

Computed, not measured: a structure of composition C55H61CrN5O6PSSb, with ωB97M-V/def2-TZVPD.

HOMO level (alpha / beta)   -0.1826 / -0.1892 hartree
Energy above the lowest of the compared OMol25 structures with the same formula, charge and spin   4.3 kcal per mole
Net charge   -1
Energy   -4882.16042 Eh
2S+1   4
<S²>   3.786

Each line ends with the Löwdin spin population.
CARTESIAN COORDINATES (ANGSTROEM)
1 Cr 0.07711 0.22224 -0.30172  2.9225
2 N -6.35938 -5.50274 -2.39554  0.0000
3 C -5.92977 -4.35534 -1.72407  0.0000
4 C -5.24258 -4.45823 -0.51526  0.0000
5 C -4.77303 -3.32338 0.12224  0.0001
6 C -4.97782 -2.07128 -0.44276  0.0002
7 C -5.68434 -1.95622 -1.63242  0.0000
8 C -6.15106 -3.09111 -2.27126  0.0000
9 S -4.35602 -0.64379 0.40478  0.0012
10 O -5.29707 0.42798 0.20764  0.0007
11 O -4.11248 -1.08852 1.75838  0.0001
12 N -2.89549 -0.32047 -0.19422  0.0115
13 C -2.76775 0.21072 -1.40168  0.0050
14 N -3.80395 0.36428 -2.25822  -0.0010
15 C -3.57132 0.93301 -3.41938  0.0061
16 C -2.31169 1.36299 -3.81756  -0.0002
17 C -1.29231 1.11366 -2.92778  0.0039
18 N -1.48400 0.54163 -1.73855  -0.0060
19 H -6.48841 -6.31157 -1.80968  0.0000
20 H -7.13316 -5.36123 -3.02408  0.0000
21 H -5.08364 -5.43513 -0.07175  0.0000
22 H -4.25921 -3.39178 1.07290  0.0000
23 H -5.85947 -0.97306 -2.04221  0.0000
24 H -6.69830 -3.00203 -3.20324  0.0000
25 H -4.43030 1.03580 -4.07820  0.0003
26 H -2.12048 1.82727 -4.77234  0.0000
27 H -0.27034 1.35687 -3.17949  0.0000
28 C 2.52189 -4.00740 -1.79560  -0.0015
29 C 1.99617 -3.05913 -0.71390  -0.0016
30 C 3.18838 -2.35805 -0.05991  -0.0004
31 P 0.59927 -1.96509 -1.31047  -0.0053
32 C -0.67861 -3.25795 -1.66484  -0.0034
33 C -1.83312 -2.76965 -2.53928  -0.0001
34 C -1.22898 -3.80315 -0.34295  -0.0004
35 C 1.11457 -1.26632 -2.90101  0.0105
36 C 1.13295 -1.96769 -4.10545  0.0000
37 C 1.57819 -1.39701 -5.28567  0.0071
38 C 1.57093 -2.15810 -6.58432  0.0013
39 C 2.02266 -0.07263 -5.22322  -0.0008
40 C 2.00007 0.65436 -4.05249  0.0035
41 C 1.52226 0.08772 -2.85178  0.0016
42 N 1.42328 0.81300 -1.68246  -0.0116
43 C 2.32308 1.90978 -1.49712  0.0028
44 C 3.71609 1.67998 -1.48560  -0.0008
45 C 4.33231 0.34651 -1.80887  0.0002
46 C 4.59179 2.71523 -1.20277  0.0004
47 C 4.15196 4.00142 -0.92081  -0.0014
48 C 5.11947 5.09222 -0.55255  -0.0003
49 C 2.79286 4.22832 -0.99129  0.0004
50 C 1.87331 3.22496 -1.29939  -0.0008
51 C 0.44794 3.68851 -1.45554  -0.0005
52 H 3.32518 -4.61398 -1.37021  -0.0002
53 H 2.93836 -3.44507 -2.63253  0.0000
54 H 1.76787 -4.69125 -2.18452  -0.0001
55 H 1.49476 -3.65858 0.05138  0.0000
56 H 3.92558 -2.09033 -0.81308  0.0000
57 H 3.67512 -3.05851 0.62265  0.0001
58 H 2.92497 -1.45668 0.49125  -0.0002
59 H -0.15457 -4.05713 -2.19496  -0.0010
60 H -2.44145 -2.05550 -1.99137  0.0000
61 H -2.47990 -3.61442 -2.79018  0.0000
62 H -1.49603 -2.30569 -3.46648  0.0001
63 H -1.70519 -3.00089 0.22826  0.0000
64 H -0.46484 -4.26302 0.28496  0.0000
65 H -1.98926 -4.55999 -0.54921  0.0001
66 H 0.80649 -3.00316 -4.11939  -0.0002
67 H 1.36951 -3.21632 -6.41471  0.0000
68 H 2.52919 -2.07828 -7.10136  0.0002
69 H 0.80165 -1.78163 -7.26333  0.0005
70 H 2.38611 0.40549 -6.12761  -0.0003
71 H 2.34683 1.68064 -4.04167  0.0003
72 H 3.60900 -0.45766 -1.81881  0.0001
73 H 5.11109 0.10477 -1.08378  0.0000
74 H 4.79229 0.37793 -2.80102  -0.0001
75 H 5.65586 2.49704 -1.17927  0.0001
76 H 5.84992 5.26030 -1.34739  -0.0001
77 H 5.67208 4.83252 0.35240  -0.0001
78 H 4.59775 6.03075 -0.36713  0.0000
79 H 2.40681 5.22251 -0.79025  0.0001
80 H 0.35855 4.26392 -2.38233  -0.0002
81 H 0.17485 4.33516 -0.62153  0.0002
82 H -0.27120 2.88508 -1.46893  -0.0001
83 O 2.61174 1.36126 2.49387  0.0054
84 C 1.69952 1.20626 1.72294  0.0063
85 O 1.45194 0.09790 1.05756  0.0137
86 C 0.63888 2.30811 1.41764  0.0072
87 O 0.68846 3.41698 1.88463  0.0057
88 O -0.29463 1.87182 0.59728  0.0219
89 C -3.90852 -0.55936 4.91293  0.0000
90 C -3.49814 -1.97168 4.60745  -0.0001
91 C -4.25812 -3.01562 5.13270  0.0000
92 C -3.96629 -4.34376 4.86431  0.0000
93 C -2.88325 -4.64876 4.05536  0.0000
94 C -2.11159 -3.61661 3.54054  -0.0001
95 C -2.39506 -2.27768 3.80722  -0.0006
96 Sb -1.00310 -0.97035 2.75562  -0.0010
97 C 0.60579 -1.97056 3.80186  -0.0005
98 C 1.59200 -2.51082 2.97971  -0.0001
99 C 2.61165 -3.30794 3.47887  0.0000
100 C 2.65675 -3.57349 4.83828  0.0000
101 C 1.68393 -3.04096 5.66829  0.0000
102 C 0.64953 -2.24566 5.17567  -0.0001
103 C -0.37644 -1.75688 6.16668  0.0000
104 C -0.90088 0.89869 3.82682  0.0000
105 C 0.17652 1.13138 4.67885  -0.0001
106 C 0.34532 2.35819 5.30299  0.0001
107 C -0.57029 3.37083 5.07350  -0.0001
108 C -1.62462 3.15900 4.19989  0.0001
109 C -1.79571 1.94083 3.54882  0.0000
110 C -2.88360 1.80877 2.52272  0.0001
111 H -4.54452 -0.52595 5.79865  0.0000
112 H -4.47219 -0.14919 4.07332  0.0000
113 H -3.04680 0.08724 5.08431  0.0000
114 H -5.10453 -2.77224 5.76628  0.0000
115 H -4.57928 -5.13122 5.28617  0.0000
116 H -2.63165 -5.67854 3.83107  0.0000
117 H -1.25329 -3.87347 2.92593  0.0000
118 H 1.56718 -2.28267 1.92253  -0.0002
119 H 3.36918 -3.70559 2.81474  0.0000
120 H 3.44825 -4.18562 5.25374  0.0000
121 H 1.71855 -3.24566 6.73369  0.0000
122 H 0.11841 -1.32553 7.03961  0.0000
123 H -0.99804 -2.58966 6.50482  0.0000
124 H -1.03680 -1.00124 5.75139  0.0000
125 H 0.91881 0.35882 4.83803  0.0000
126 H 1.20124 2.52160 5.94522  0.0000
127 H -0.44929 4.33593 5.55017  0.0000
128 H -2.31977 3.96387 3.98896  0.0000
129 H -3.71778 2.47741 2.73912  0.0000
130 H -3.28055 0.79749 2.46220  0.0000
131 H -2.48581 2.06217 1.53738  0.0000

---

Computed, not measured: a cluster of 2 separate species, C5H13NO2 in total in a non-equilibrium geometry, with ωB97M-V/def2-TZVPD.

HOMO level   -0.3551 hartree
SMILES   CC(C)CC(N)=O.O
Energy above the lowest of the compared OMol25 structures with the same formula, charge and spin   48.1 kcal per mole
Net charge   0
Energy   -403.49989 Eh

Each line ends with the Mulliken charge.
CARTESIAN COORDINATES (ANGSTROEM)
1 C -0.62616 -1.68631 1.12882  -1.4894
2 C 0.14822 -0.35787 1.43150  0.4828
3 C 1.44862 -0.81137 2.19177  -1.7170
4 C 0.37675 0.32507 0.09246  -0.2161
5 C -0.90363 0.93669 -0.54468  0.2889
6 N -2.07849 1.19076 0.31236  -0.3342
7 O -0.91384 1.13033 -1.72482  -0.5678
8 H -0.28724 -2.26611 0.26464  0.3396
9 H -0.47947 -2.43032 1.94804  0.4050
10 H -1.63070 -1.55680 1.04990  0.4590
11 H -0.32690 0.40268 2.10411  0.2657
12 H 2.08873 -0.00252 2.32784  0.4783
13 H 1.93292 -1.69360 1.67155  0.3036
14 H 1.14244 -1.08260 3.19266  0.4312
15 H 0.97801 1.28638 0.27770  0.2097
16 H 0.95256 -0.49739 -0.77708  0.2574
17 H -2.70423 1.82173 -0.09329  0.2603
18 H -2.00606 1.06484 1.29549  0.1679
19 O 1.99382 -0.22391 -2.62150  -0.6583
20 H 1.15806 -0.16280 -3.13664  0.3098
21 H 2.42866 -0.90748 -3.34012  0.3235

---

Computed, not measured: a cluster of 2 separate species, C4H8NO2 in total in a non-equilibrium geometry, with ωB97M-V/def2-TZVPD.

HOMO level   -0.1185 hartree
Energy above the lowest of the compared OMol25 structures with the same formula, charge and spin   61.1 kcal per mole
Net charge   -1
Energy   -362.42691 Eh

Each line ends with the Mulliken charge.
CARTESIAN COORDINATES (ANGSTROEM)
1 O 0.48188 -2.58236 -1.45406  -0.7472
2 C 0.07568 -1.50787 -0.91708  0.3115
3 N -0.70634 -0.53968 -1.53239  -0.7749
4 C 0.89773 2.69542 -0.47524  -0.0534
5 O 2.04549 2.69200 0.03303  -0.4581
6 C -0.04112 -1.43624 0.66156  -0.1203
7 C -0.55734 -0.12690 1.23508  -1.1709
8 H -1.00886 -1.05897 -2.37551  0.1837
9 H 0.48390 1.71679 -0.73888  0.2482
10 H 0.36992 3.65825 -0.63753  0.2123
11 H -0.85387 -2.20850 0.78369  0.1316
12 H 0.92515 -1.80044 1.00003  0.2816
13 H -1.36061 0.27263 0.70232  0.4550
14 H 0.30363 0.51535 1.50469  0.1301
15 H -1.05523 -0.28950 2.21029  0.3709

---

Computed, not measured: a structure of composition C22H24NO3PbS2 in a non-equilibrium geometry, with ωB97M-V/def2-TZVPD.

HOMO level   -0.1347 hartree
Energy above the lowest of the compared OMol25 structures with the same formula, charge and spin   18.8 kcal per mole
Net charge   -1
Energy   -2122.33806 Eh

Each line ends with the Mulliken charge.
CARTESIAN COORDINATES (ANGSTROEM)
1 Pb -0.37277 0.48600 0.95670  0.8986
2 C -2.91681 -0.68439 -0.37682  -0.5277
3 C -2.90450 0.62394 -0.95784  -0.9144
4 C -1.99340 0.61087 -2.05715  -0.4189
5 H -3.52767 1.46598 -0.63783  0.3569
6 C -1.43968 -0.70250 -2.15496  -0.4579
7 C -2.00424 -1.50191 -1.11911  -0.4716
8 H -1.82272 -2.56048 -0.94617  0.3634
9 H -3.56049 -1.02143 0.44790  0.4905
10 H -1.80487 1.43070 -2.73381  0.4950
11 H -0.76360 -1.04979 -2.91957  0.4436
12 C 1.90099 -1.67496 1.98061  -1.0066
13 C 1.04639 -2.58941 1.28086  -0.2880
14 C 1.32126 -2.47388 -0.11917  -0.9492
15 H 0.36075 -3.28511 1.73590  0.5625
16 C 2.36660 -1.51248 -0.28721  -0.3982
17 C 2.72033 -1.01158 1.01108  -0.5576
18 H 3.51135 -0.30154 1.22004  0.4131
19 H 1.95329 -1.56166 3.05783  0.4309
20 H 0.85738 -3.04965 -0.90631  0.4453
21 H 2.85405 -1.27052 -1.21967  0.7473
22 O -0.74107 3.35156 0.96977  -0.5516
23 C 2.59419 2.08754 -2.54943  0.9024
24 C 2.05845 3.31259 -2.40971  -1.2353
25 C 1.87275 1.04585 -3.36977  -0.7555
26 C 3.81931 1.73299 -1.75347  -0.9927
27 C -0.06079 3.70849 -0.02126  0.0596
28 H 1.10368 3.54532 -2.86440  0.4443
29 H 2.48522 4.00999 -1.70161  0.4113
30 H 0.94583 4.22232 0.09879  0.1852
31 H -0.46842 3.56448 -1.07847  0.2446
32 H 2.34287 0.86873 -4.34659  0.3590
33 H 0.82476 1.34584 -3.54448  0.1263
34 H 1.81695 0.08654 -2.82393  0.0427
35 H 4.74721 1.80066 -2.33428  0.3242
36 H 3.73970 0.71592 -1.33104  0.0730
37 H 3.91877 2.40529 -0.87835  0.2650
38 O -1.48163 -3.27993 2.92542  -0.6078
39 S -2.38825 -2.19035 3.21552  1.0101
40 O -3.76737 -2.30891 2.81106  -0.6612
41 N -1.73028 -0.71904 2.65504  -0.2020
42 C -1.57681 0.18099 3.64558  1.0890
43 S -0.95909 1.70378 3.29369  -0.6321
44 C -1.83767 -0.32995 4.96843  -0.0437
45 C -1.57192 0.25818 6.20874  -0.7042
46 C -1.70028 -0.50817 7.36095  -0.5106
47 C -2.07157 -1.86533 7.27530  -0.4818
48 C -2.34174 -2.45345 6.03109  -0.5695
49 C -2.23362 -1.67308 4.89678  0.1978
50 H -1.25702 1.30060 6.22872  0.4057
51 H -1.50566 -0.06030 8.33543  0.3708
52 H -2.14129 -2.46538 8.18320  0.3688
53 H -2.62288 -3.50461 5.92911  0.4114

---

Computed, not measured: a cluster of 4 separate species, C3H9NO2 in total in a non-equilibrium geometry, with ωB97M-V/def2-TZVPD.

HOMO level   -0.3613 hartree
Energy above the lowest of the compared OMol25 structures with the same formula, charge and spin   86.4 kcal per mole
Net charge   0
Energy   -324.83496 Eh

Each line ends with the Mulliken charge.
CARTESIAN COORDINATES (ANGSTROEM)
1 C 1.73964 0.98306 -0.16821  0.0542
2 O 1.21017 1.60564 0.75869  -0.5313
3 O 2.42653 -0.15649 0.02914  -0.4001
4 H 2.11606 -0.58403 0.84345  0.3889
5 H 0.19195 0.59777 1.72469  -0.0523
6 H 2.15642 1.51727 -1.03472  0.3694
7 H 0.14416 0.12105 -0.87094  0.2301
8 C -2.02496 0.02940 -0.39567  -0.9644
9 C -0.67015 -0.59485 -0.41667  0.2534
10 N -0.45893 -1.83037 -0.31887  -0.6712
11 H 0.47621 -2.14373 -0.55181  0.2847
12 H -0.23619 -0.12283 1.56160  0.1010
13 H -1.92747 1.08774 -0.15380  0.2932
14 H -2.50726 -0.04845 -1.37154  0.3236
15 H -2.63617 -0.46117 0.36468  0.3209